The following is a DFT calculation (the ωB97M-V functional and the def2-TZVPD basis) of C50H36F6KNO5P2S3 as an isolated structure in a non-equilibrium geometry.

Results
molar mass = 1042.075 g/mol
E = -5434.3457 Ha
LUMO = -0.00807 hartree
Kohn-Sham gap = 7.83 eV
spin multiplicity = 1
F_max = 2.54 eV/Å

Cartesian coordinates (Å):
1 K 0.7968 1.5697 0.0459
2 S 0.8179 2.9047 -3.1426
3 S -0.8654 -0.1514 1.9460
4 S 2.9330 2.6142 -1.5875
5 P 0.2614 -1.8209 -0.6038
6 P -2.7582 -2.3175 0.8452
7 F 1.1154 1.9955 -5.5696
8 F -0.8336 1.6615 -4.6771
9 F 4.9785 3.9371 -2.5472
10 F 5.2778 2.9952 -0.6191
11 F 5.2747 1.7963 -2.4218
12 F 0.8625 0.4592 -4.0659
13 O 0.1896 2.3339 -1.9518
14 O 0.3245 4.1487 -3.6368
15 O 2.5022 3.6476 -0.6692
16 O 2.7927 1.2632 -1.0821
17 O -0.1356 1.1619 2.1027
18 N 2.3997 2.8076 -3.0620
19 C -2.0923 -1.7021 -3.8854
20 C -1.9746 -2.9424 -4.4904
21 C -1.9457 0.8578 4.1861
22 C -2.7391 -5.0453 1.3038
23 C 1.3204 -2.1055 4.7229
24 C -3.5876 -5.7673 -1.2327
25 C -1.3987 -1.4412 -2.7109
26 C -3.9424 -0.9455 4.5476
27 C -2.7703 0.9911 5.3300
28 C -2.8242 -6.3837 0.9583
29 C 0.2840 -3.1366 0.6870
30 C 4.3283 -1.5249 -0.3584
31 C -4.6422 -2.9299 2.8348
32 C 4.7396 2.8532 -1.8253
33 C 1.9213 -4.6485 4.8915
34 C 2.5042 -2.1251 -2.3640
35 C -3.5695 -2.1357 2.4915
36 C -3.1713 -1.0939 3.3849
37 C -3.8901 -1.3231 -0.1964
38 C 2.9737 -1.5708 -0.0809
39 C -1.1447 -3.9067 -3.9301
40 C -3.5057 -4.4232 -0.8847
41 C -5.9688 -0.8817 -1.3438
42 C 0.2068 -1.4240 2.6591
43 C 3.8649 -2.0654 -2.6488
44 C 1.3975 -3.3832 4.2517
45 C -2.1084 -0.1460 3.2676
46 C -0.4496 -3.6373 -2.7617
47 C 1.7004 -5.7561 3.8218
48 C -3.2529 -6.7493 -0.3137
49 C 0.4807 1.6724 -4.4509
50 C 4.7793 -1.7719 -1.6494
51 C -5.1725 -1.7181 -0.5778
52 C 0.8188 -5.4458 1.3677
53 C 2.0437 -1.8820 -1.0756
54 C -4.7636 -0.1043 6.6289
55 C -3.0922 -4.0481 0.3903
56 C -5.4998 0.3714 -1.7273
57 C 1.1379 -5.0256 2.6215
58 C -5.0459 -1.7576 4.8699
59 C -5.3983 -2.7669 4.0189
60 C 0.4410 -2.7069 2.0528
61 C 0.9569 -3.6651 2.9431
62 C -3.7505 0.0606 5.5191
63 C -5.6743 -1.2768 6.1604
64 C 0.4366 -4.4742 0.4121
65 C -3.4359 -0.0664 -0.5820
66 C 0.6779 -1.1435 3.9165
67 C -4.2342 0.7834 -1.3390
68 C -0.5820 -2.4043 -2.1168
69 H -3.7505 -3.6667 -1.6207
70 H -2.5487 -7.1434 1.6795
71 H -4.9311 -3.7260 2.1563
72 H -6.6989 -0.9445 5.9846
73 H 5.0303 -1.2730 0.4273
74 H -1.4861 -0.4634 -2.2530
75 H 0.5062 -0.1520 4.3207
76 H 1.3904 -4.8655 5.8193
77 H -2.6018 1.8046 6.0253
78 H 1.6823 -1.8296 5.7059
79 H -1.0274 -4.8706 -4.4098
80 H 0.9191 -6.4813 1.0649
81 H -2.5108 -3.1550 -5.4068
82 H 1.0045 -6.5165 4.1779
83 H -5.5528 -2.6888 -0.2788
84 H 2.6377 -1.3491 0.9277
85 H -5.3227 0.8151 6.8029
86 H 5.8369 -1.7184 -1.8756
87 H -3.3209 -7.7953 -0.5852
88 H -5.7250 -2.0741 6.9022
89 H 1.8055 -2.3358 -3.1650
90 H 0.2267 -4.3910 -2.3890
91 H -6.2410 -3.4188 4.2157
92 H 2.6289 -6.2697 3.5713
93 H 0.2969 -4.8191 -0.5987
94 H -2.4434 0.2535 -0.2820
95 H -4.2587 -0.3475 7.5653
96 H -2.7153 -0.9316 -4.3219
97 H -1.1561 1.5789 4.0086
98 H -6.1234 1.0234 -2.3261
99 H 4.2055 -2.2443 -3.6609
100 H -2.3891 -4.7699 2.2938
101 H -6.9594 -1.2046 -1.6399
102 H 2.9758 -4.5425 5.1500
103 H -3.8626 1.7583 -1.6280
104 H -3.9111 -6.0416 -2.2290

Atomic partial charges in e from the Mulliken method, atoms 1 to 4: 1.393 0.929 1.488 1.229


The following is a DFT calculation (the ωB97M-V functional and the def2-TZVPD basis) of C50H38AsF4NO4SbSr as an isolated structure in a non-equilibrium geometry.

Results
molar mass = 1077.151 g/mol
E = -5189.9085 Ha
total charge = +1
LUMO = -0.08504 hartree
Kohn-Sham gap = 8.31 eV
spin multiplicity = 1
F_max = 3.92 eV/Å

Cartesian coordinates (Å):
1 Sb -0.5433 -1.9613 -1.9284
2 Sr -0.3820 0.5206 -0.2462
3 As -1.2553 2.9802 -1.7411
4 F 0.0074 -5.8239 2.9298
5 F 6.0580 -0.0475 2.9986
6 F -2.3317 -6.4522 -5.9146
7 F 5.3858 -1.7753 -3.8620
8 O 1.4114 -0.0761 1.0358
9 O 0.1511 2.1920 -1.4433
10 O -1.2230 1.3469 1.5793
11 O -1.4414 -0.7971 1.2292
12 N 0.9929 -0.0662 5.1029
13 C 0.7351 6.1086 -3.6604
14 C -0.0756 -0.0376 4.2886
15 C 4.8142 -0.0908 3.4953
16 C 2.2541 -3.0957 -2.6589
17 C 2.2618 -0.1048 4.5800
18 C -2.8346 -5.0700 -4.0809
19 C 1.0028 -4.2841 1.4555
20 C -1.3378 -4.8577 1.2576
21 C 1.5025 -1.9297 -2.5576
22 C -3.9627 0.2535 -3.5996
23 C 2.4440 -0.1316 3.1763
24 C -0.8861 4.5953 -2.7410
25 C 0.6206 -1.5910 6.9577
26 C -0.3845 -3.8111 -4.4244
27 C -1.6175 6.5936 -3.8376
28 C -2.0608 0.6283 -5.0202
29 C 0.0273 -0.0586 2.9377
30 C -2.4460 -4.0532 -3.2261
31 C 2.0805 -0.7130 -2.8950
32 C -2.9422 4.6871 2.2831
33 C 3.3921 -0.0709 5.4268
34 C 0.8803 -3.4372 0.3675
35 C -0.3317 -3.3179 -0.2965
36 C -1.7147 5.0631 1.7613
37 C -3.7204 3.7508 1.6243
38 C -0.1084 -4.9932 1.8758
39 C -3.2938 3.1976 0.4289
40 C -0.7554 -4.8238 -5.2901
41 C -2.0816 3.5964 -0.1094
42 C 3.7406 -0.1187 2.6428
43 C 1.2974 -0.0993 2.2831
44 C -1.2101 -3.4392 -3.3742
45 C 0.7638 -0.1286 6.5434
46 C -1.0452 0.1573 1.9116
47 C -0.2957 6.9291 -4.0868
48 C -2.2530 1.7899 -2.9124
49 C 4.6545 -0.0805 4.8783
50 C 3.3912 -0.6513 -3.3380
51 C 4.1149 -1.8275 -3.4329
52 C -1.9216 5.4264 -3.1593
53 C 0.4389 4.9368 -2.9846
54 C 3.5665 -3.0538 -3.0940
55 C -3.4555 1.1424 -2.6618
56 C 1.8812 0.6132 7.2694
57 C -1.9726 -5.4525 -5.0945
58 C -3.2705 -0.0041 -4.7725
59 C -1.2883 4.5200 0.5635
60 C 3.2327 0.0108 6.9155
61 C -1.4404 -4.0086 0.1703
62 C -1.5588 1.5239 -4.0926
63 H -3.9056 2.4493 -0.0586
64 H -1.0366 0.0246 4.7750
65 H -3.2907 5.1181 3.2091
66 H -4.6637 3.4401 2.0465
67 H 0.5626 -3.3106 -4.5704
68 H -2.9528 5.1530 -2.9510
69 H -3.6795 -0.6899 -5.4981
70 H -0.2258 -2.0438 6.4487
71 H 1.2155 4.2635 -2.6280
72 H 1.9415 -4.4080 1.9745
73 H -2.4052 7.2496 -4.1733
74 H -3.1191 -3.7380 -2.4390
75 H -1.5215 0.4322 -5.9350
76 H -2.1880 -5.4094 1.6274
77 H -1.0954 5.7716 2.2902
78 H 3.8521 0.2864 -3.6089
79 H 4.0319 0.6223 7.3348
80 H -3.7832 -5.5720 -3.9677
81 H 1.5079 -2.1597 6.7016
82 H 1.8037 -4.0472 -2.4010
83 H -0.0712 7.8415 -4.6156
84 H -4.0171 1.3323 -1.7553
85 H 0.4498 -1.6636 8.0258
86 H -0.1130 -5.1366 -6.0993
87 H 4.1655 -3.9474 -3.1800
88 H 3.8819 -0.1072 1.5724
89 H -0.1831 0.3844 6.7432
90 H -0.6138 2.0418 -4.2635
91 H 5.5249 -0.0637 5.5188
92 H 1.5011 0.2043 -2.8223
93 H -4.9101 -0.2298 -3.4148
94 H -0.3213 4.7881 0.1341
95 H 1.8641 1.6645 6.9700
96 H 1.7393 -2.8610 0.0418
97 H 3.3266 -0.9859 7.3529
98 H 1.7587 6.3894 -3.8559
99 H -2.4018 -3.8757 -0.3063
100 H 1.7102 0.5643 8.3442

Atomic partial charges in e from the Mulliken method, atoms 1 to 4: 1.236 1.848 0.908 -0.346